ORCA calculation (wB97M-V/def2-TZVPD) on a structure of composition C18H19F3N6ORuS2Se.

Cartesian coordinates (Å):
Ru 0.07052 -0.65262 0.05939
N -0.55024 -2.82386 3.76113
C -0.07313 -2.05541 2.73343
S -0.08168 -2.73860 1.14737
N 0.34978 -0.86878 3.05116
N 0.85426 -0.14595 1.97291
C 1.60736 0.81697 2.33595
C 2.39533 1.67512 1.44784
C 2.52444 3.02447 1.77319
C 3.23586 3.84951 0.92324
C 3.82085 3.29981 -0.20499
C 3.68595 1.93273 -0.41548
N 2.99949 1.13524 0.38966
H -0.68751 -3.80070 3.57789
H -0.27307 -2.55054 4.68842
H 1.66954 1.01661 3.40474
H 2.03716 3.41727 2.65752
H 3.32658 4.90815 1.13347
H 4.37404 3.90775 -0.90793
H 4.12048 1.45589 -1.28558
F 2.80988 -1.91570 -4.37725
C 1.84645 -2.83830 -4.26831
F 1.60670 -3.29890 -5.52080
F 2.36929 -3.87512 -3.58199
C 0.59901 -2.31048 -3.62939
C -0.60709 -2.32968 -4.30250
C -1.76153 -1.83721 -3.70268
C -1.67059 -1.33819 -2.41738
N -0.51287 -1.33810 -1.77185
C 0.63634 -1.78431 -2.32634
S 1.93214 -1.53004 -1.22229
H -0.64448 -2.72549 -5.30835
H -2.70623 -1.83577 -4.22642
H -2.50186 -0.92466 -1.86022
Se 0.04250 1.72290 -0.98735
C 1.20827 1.62681 -2.40615
N 1.92000 1.57444 -3.31617
C -1.79102 1.55535 2.17690
C -2.58781 0.51110 1.39015
C -3.66818 1.23010 0.56979
C -3.25240 -0.46381 2.36535
O -1.82517 -0.21711 0.46778
H -2.47781 2.21028 2.72159
H -1.19542 2.17515 1.50357
H -1.13278 1.08011 2.90257
H -4.36802 1.77631 1.20820
H -4.22849 0.49546 -0.01279
H -3.19243 1.92997 -0.12027
H -3.94626 0.05970 3.02981
H -2.50120 -0.96778 2.97509
H -3.80498 -1.22008 1.80434

Atoms 1-6, force components in eV/Å:
Ru 0.0 -0.2 0.2
N 0.0 0.0 0.0
C 0.1 0.1 -0.1
S -0.1 0.0 -0.1
N 0.0 0.1 0.1
N -0.1 -0.1 -0.2

Values from the calculation:
Total charge   -1
HOMO level (spin up / spin down)   -4.7 / -4.6 eV
Spin multiplicity   2
Energy relative to the best compared isomer or geometry (same formula, charge and spin)   0.0 kcal/mol
Lowest unoccupied orbital energy (spin up / spin down)   2.76 / 2.56 eV
E   -4693.54606 Ha



ORCA calculation (wB97M-V/def2-TZVPD) on a structure of composition C18H19FN2O4S.

Cartesian coordinates (Å):
C 0.47934 4.20973 -2.59486
H 0.31060 3.98844 -3.72099
O 0.63122 2.73671 -2.06569
C 0.93303 2.70721 -0.82015
C 1.23329 3.79222 -0.07317
C 1.35738 3.66614 1.43218
C 1.35232 2.42141 1.91008
C 1.43238 1.18819 1.05444
C 1.14269 1.43919 -0.27501
C 0.81071 0.29084 -1.22905
N 0.98999 -0.90878 -0.55005
N 0.80079 -1.87844 -1.48483
C 0.70784 -3.17077 -1.32925
O 1.05339 -3.58156 0.01124
C -0.00295 -4.14029 -2.10338
H -0.34989 -3.60698 -3.04345
H 0.26813 -5.05092 -2.24641
S -1.84934 -4.34665 -1.33363
C -2.03050 -2.99862 -0.48295
C -2.29036 -1.63309 -1.18250
C -2.24425 -0.42956 -0.65661
C -2.47568 -0.27750 0.89721
C -2.32077 -1.57359 1.59973
C -2.25768 -2.68666 0.95981
H -1.77683 -3.81573 1.52557
H -2.32952 -1.58938 2.54822
H -2.50403 0.63306 1.05047
H -2.38962 0.33734 -1.12591
F -2.21341 -1.59991 -2.59490
H 0.22729 -1.67309 -2.55161
H 0.56000 0.46429 -2.11070
H 1.49540 0.18393 1.32059
O 1.71750 2.00038 3.32228
C 1.85862 0.77359 3.63524
H 2.05267 0.84462 4.76698
H 2.63028 0.06742 3.43593
H 1.05924 0.08533 3.55707
O 1.29011 4.78759 2.27048
C 1.86706 4.70811 3.61162
H 1.06531 4.29763 4.34036
H 2.64341 4.21769 3.67602
H 1.78084 5.91667 4.01055
H 1.05959 4.93006 -0.17134
H 1.50054 4.87106 -2.57684
H -0.11936 4.84438 -2.04701

Atoms 1-6, force components in eV/Å:
C 4.5 -2.4 -3.4
H -0.4 0.8 2.2
O -1.3 4.1 -4.2
C 1.8 0.5 2.7
C -0.8 3.9 5.3
C -0.6 1.2 -1.2

Values from the calculation:
Total charge   0
HOMO level   -8.0 eV
Energy relative to the best compared isomer or geometry (same formula, charge and spin)   404.9 kcal/mol
Lowest unoccupied orbital energy   -0.92 eV
E   -1605.20483 Ha